The following is a DFT calculation (ωB97M-V with the def2-TZVPD basis set) of a structure of composition C4H9N3O2 in a non-equilibrium geometry.

Element x y z (Å)
C -1.823 0.479 0.414
C 0.205 0.119 1.694
N -0.447 -0.007 0.395
N -0.078 -1.675 -0.135
C 0.715 -1.344 -1.172
C 0.515 0.319 -1.225
N 1.669 1.050 -0.923
O 1.491 -1.957 -1.866
O -0.236 0.658 -2.146
H -0.957 -2.146 -0.318
H 2.401 0.577 -0.412
H 1.946 1.689 -1.657
H -2.223 0.455 -0.600
H -1.876 1.512 0.777
H -2.428 -0.146 1.077
H 0.259 1.166 2.003
H -0.347 -0.451 2.446
H 1.213 -0.298 1.648

## Properties
charge: 0
ΔE to the lowest compared entry with this formula, charge and spin: 88.6 kcal per mole
total energy: -472.4524 hartree
LUMO level: 0.158 eV

***

The following is a DFT calculation (ωB97M-V with the def2-TZVPD basis set) of a cluster of 7 separate species, C21H48O21S5 in total in a non-equilibrium geometry.

Element x y z (Å)
C 17.076 29.482 17.629
C 17.796 28.129 18.106
O 18.028 27.389 16.943
S 18.760 25.970 17.168
C 17.678 24.626 17.081
O 19.538 25.804 15.922
O 19.510 26.005 18.403
H 15.982 29.241 18.004
H 17.252 29.500 16.544
H 17.284 30.418 18.152
H 18.855 28.640 18.391
H 17.184 27.607 18.793
H 18.255 23.882 17.478
H 17.205 24.462 16.118
H 16.889 24.714 17.597
C 29.672 24.647 16.745
C 28.246 24.080 16.950
O 28.348 23.300 18.121
S 26.989 22.685 18.797
C 27.052 23.058 20.452
O 25.912 23.382 18.162
O 27.176 21.244 18.563
H 29.901 25.268 15.803
H 30.624 24.096 16.512
H 29.738 25.300 17.538
H 27.353 24.740 17.067
H 27.871 23.553 15.978
H 27.846 22.808 20.829
H 26.320 22.532 20.866
H 26.766 24.132 20.536
C 27.099 25.698 13.703
C 25.541 25.913 14.034
O 25.135 25.225 15.229
S 23.509 25.224 15.597
C 23.364 25.379 17.326
O 22.922 26.281 14.828
O 23.211 23.854 15.148
H 27.256 24.709 14.036
H 27.618 26.199 14.411
H 27.554 25.893 12.740
H 25.367 26.820 14.023
H 25.059 25.296 13.319
H 23.507 26.449 17.352
H 24.165 24.662 17.842
H 22.265 25.041 17.480
C 23.872 19.832 19.297
C 22.478 19.763 18.780
O 22.314 20.969 18.000
S 20.726 21.166 17.327
C 20.910 21.331 15.638
O 19.939 19.906 17.518
O 20.229 22.425 17.846
H 23.902 18.940 19.728
H 23.962 20.608 19.892
H 24.691 19.890 18.610
H 22.206 19.314 17.818
H 21.531 19.699 19.382
H 21.458 22.116 15.446
H 19.828 21.498 15.164
H 21.256 20.393 15.239
C 17.757 23.200 20.398
C 16.776 22.142 20.669
O 15.431 22.673 20.607
S 14.204 21.845 21.253
C 12.824 22.449 20.445
O 14.490 20.504 20.865
O 14.067 22.178 22.646
H 18.533 22.900 19.848
H 18.134 23.434 21.384
H 17.326 24.035 19.986
H 17.063 21.351 19.953
H 17.000 21.724 21.656
H 12.578 23.500 20.888
H 12.012 22.056 20.263
H 13.149 22.695 19.461
O 21.808 21.327 22.593
C 22.008 22.277 21.751
O 23.181 22.368 21.199
C 23.233 23.404 20.283
C 21.829 24.000 20.417
O 21.220 23.135 21.390
H 23.827 24.146 20.654
H 23.686 22.969 19.216
H 21.239 24.045 19.507
H 22.100 25.072 20.720
O 18.631 19.379 27.015
C 19.034 20.463 26.529
O 20.282 20.982 26.691
C 20.462 22.096 25.903
C 19.213 22.095 24.946
O 18.326 21.158 25.501
H 20.673 22.978 26.476
H 21.220 21.880 25.301
H 19.633 21.647 23.871
H 18.644 23.164 24.956

## Properties
charge: 0
ΔE to the lowest compared entry with this formula, charge and spin: 47.2 kcal per mole
structure (SMILES): CCOS(C)(=O)=O.CCOS(C)(=O)=O.CCOS(C)(=O)=O.CCOS(C)(=O)=O.CCOS(C)(=O)=O.O=C1OCCO1.O=C1OCCO1
total energy: -4399.3837 hartree
LUMO level: -0.075 eV

***

The following is a DFT calculation (ωB97M-V with the def2-TZVPD basis set) of a cluster of 2 separate species, C6H9N2O3S in total in a non-equilibrium geometry.

Element x y z (Å)
C -0.787 2.343 -1.125
C -0.277 1.341 -0.330
C -2.272 0.911 -1.108
C -2.629 -1.263 0.514
C -0.080 -1.291 0.981
C -1.401 -0.785 0.400
N -1.969 2.066 -1.648
N -1.217 0.343 -0.351
O 3.387 0.948 0.894
O 3.967 -1.448 0.839
O 2.975 -0.391 -1.142
S 3.775 -0.240 0.105
H -0.441 3.358 -1.195
H 0.641 1.106 0.043
H -3.067 0.258 -1.360
H -2.833 -2.343 0.803
H -3.524 -0.764 0.352
H 5.019 0.076 -0.276
H 0.560 -1.856 0.258
H 0.413 -0.447 1.488
H -0.241 -1.922 1.859

## Properties
charge: -1
ΔE to the lowest compared entry with this formula, charge and spin: 19.7 kcal per mole
total energy: -967.4671 hartree
LUMO level: 3.215 eV

***

The following is a DFT calculation (ωB97M-V with the def2-TZVPD basis set) of a cluster of 8 separate species, C24H41N10O5P in total in a non-equilibrium geometry.

Element x y z (Å)
C 2.555 0.396 3.422
C 1.088 0.952 3.454
N 0.521 1.356 2.153
C 1.457 2.069 1.281
C 0.766 3.017 0.239
C 1.350 2.710 -1.184
C 0.382 1.766 -1.989
O 1.108 0.999 -2.975
C 0.749 -0.320 -2.954
O 1.309 -1.055 -3.704
C -0.132 0.281 1.476
O 0.526 -0.634 1.070
O -1.497 0.303 1.323
P -2.301 -1.110 1.934
N -1.808 -1.459 3.570
O -1.760 -2.644 1.013
H 3.213 1.168 3.873
H 2.569 -0.498 4.069
H 2.900 0.057 2.431
H 0.452 0.121 3.821
H 0.999 1.778 4.190
H 2.084 1.308 0.752
H 2.163 2.672 1.881
H -0.335 2.913 0.267
H 1.062 4.060 0.463
H 1.446 3.635 -1.785
H 2.369 2.273 -1.136
H -0.115 1.115 -1.242
H -0.355 2.442 -2.473
H -0.004 -0.706 -2.232
H -1.957 -0.636 4.161
H -0.818 -1.705 3.514
H -1.960 -2.540 0.019
C -4.604 -5.176 2.107
C -3.702 -4.286 1.355
N -2.971 -3.559 0.791
H -4.022 -5.856 2.730
H -5.261 -4.590 2.746
H -5.213 -5.761 1.416
C 2.564 -0.004 -6.701
C 3.380 0.529 -7.805
N 4.013 0.943 -8.660
H 3.115 0.067 -5.765
H 1.642 0.567 -6.613
H 2.320 -1.047 -6.890
C -4.686 -3.403 5.796
C -5.411 -4.633 5.437
N -5.977 -5.588 5.168
H -4.809 -2.658 5.010
H -5.077 -3.003 6.730
H -3.626 -3.620 5.916
C -4.172 2.099 4.494
C -2.977 1.427 5.023
N -2.045 0.904 5.427
H -5.066 1.559 4.802
H -4.221 3.118 4.876
H -4.128 2.127 3.406
C 4.057 6.237 -3.177
C 3.262 5.900 -1.984
N 2.647 5.638 -1.060
H 4.839 5.493 -3.322
H 3.415 6.254 -4.056
H 4.515 7.216 -3.051
C 6.141 1.978 -11.149
C 7.205 2.973 -11.370
N 8.029 3.744 -11.542
H 6.539 1.125 -10.603
H 5.333 2.421 -10.572
H 5.750 1.637 -12.106
C -0.397 -1.173 7.683
C 0.500 -1.179 6.518
N 1.193 -1.180 5.612
H -0.777 -2.178 7.861
H 0.145 -0.835 8.565
H -1.234 -0.502 7.498
C -2.607 -4.746 -3.562
C -3.508 -4.270 -2.498
N -4.203 -3.902 -1.671
H -1.678 -4.178 -3.543
H -2.382 -5.801 -3.410
H -3.083 -4.619 -4.533

## Properties
charge: 0
total energy: -2203.9175 hartree
LUMO level: 0.131 eV

***

The following is a DFT calculation (ωB97M-V with the def2-TZVPD basis set) of an isolated molecule of C5H9NO in a non-equilibrium geometry.

Element x y z (Å)
C -1.181 1.198 0.206
C 0.104 1.035 0.115
C -2.001 -0.073 0.533
C 1.378 1.539 -0.215
C 0.881 -1.909 -0.239
N 0.066 -1.143 0.592
O -1.221 -1.154 0.026
H -1.672 2.071 -0.195
H -2.028 -0.059 1.704
H -2.968 -0.293 0.038
H 2.020 0.736 -0.567
H 1.847 2.038 0.628
H 1.585 2.312 -1.118
H 1.054 -2.858 0.277
H 0.459 -2.270 -1.241
H 1.677 -1.168 -0.544

## Properties
charge: 0
ΔE to the lowest compared entry with this formula, charge and spin: 158.9 kcal per mole
total energy: -325.6844 hartree
LUMO level (spin up / spin down): 0.570 / 0.560 eV

***

The following is a DFT calculation (ωB97M-V with the def2-TZVPD basis set) of an isolated molecule of C3H4BrN3 in a non-equilibrium geometry.

Element x y z (Å)
C -0.682 0.280 1.535
N -0.032 0.051 0.205
C -0.718 -0.269 -0.917
N 0.174 -0.315 -1.927
C 1.337 -0.166 -1.324
Br 3.025 -0.198 -2.073
N 1.274 0.127 -0.001
H -1.812 0.151 1.358
H -0.072 -0.461 2.210
H -0.674 1.225 1.882
H -1.820 -0.425 -0.950

## Properties
charge: 0
ΔE to the lowest compared entry with this formula, charge and spin: 7.4 kcal per mole
structure (SMILES): Cn1cnc(Br)n1
total energy: -2854.9623 hartree
LUMO level: 0.708 eV

***

The following is a DFT calculation (ωB97M-V with the def2-TZVPD basis set) of a cluster of 3 separate species, C4H13NO2 in total in a non-equilibrium geometry.

Element x y z (Å)
C 1.874 -0.484 0.369
C 1.296 1.750 -0.631
N 0.011 1.977 -0.598
O 2.426 -1.100 -0.782
H 1.670 -1.421 -1.295
H -0.579 0.985 -0.788
H -0.337 2.597 0.122
H 2.640 0.159 0.801
H 1.627 -1.225 1.148
H 1.673 1.144 -1.442
H 1.991 2.381 -0.091
C -1.478 -1.243 -0.073
C -2.309 -0.408 0.900
O -0.534 -0.483 -0.777
H 0.697 -0.264 0.006
H -0.972 -2.047 0.487
H -2.153 -1.743 -0.785
H -1.662 0.071 1.640
H -3.039 -1.023 1.430
H -2.841 0.377 0.359

## Properties
charge: 0
ΔE to the lowest compared entry with this formula, charge and spin: 93.4 kcal per mole
total energy: -365.2937 hartree
LUMO level (spin up / spin down): 0.042 / 0.042 eV

***

The following is a DFT calculation (ωB97M-V with the def2-TZVPD basis set) of a structure of composition C32H21CaF12N3O6S in a non-equilibrium geometry.

Element x y z (Å)
Ca 0.971 -0.122 -1.529
C -3.540 5.564 -0.143
C -2.628 4.363 0.076
C -1.602 4.396 0.991
C -0.602 3.445 0.959
C -0.540 2.315 0.117
N 0.504 1.522 0.089
C 1.318 1.546 1.182
C 0.711 1.251 2.419
C 1.361 1.558 3.634
C 2.662 2.147 3.537
C 3.397 2.101 4.846
C 3.271 2.508 2.341
C 2.659 2.027 1.144
C 3.408 1.856 -0.284
O 2.785 1.129 -1.189
C 4.667 1.048 0.141
F 4.290 -0.006 0.977
F 5.692 1.801 0.678
F 5.198 0.422 -0.946
C 3.559 3.331 -0.851
F 4.262 3.244 -1.979
F 4.190 4.151 0.063
F 2.326 3.857 -1.124
C -1.623 2.272 -0.901
C -2.597 3.251 -0.763
C -1.839 1.096 -1.771
O -1.089 -0.016 -1.520
C -1.524 1.634 -3.205
F -0.102 1.843 -3.312
F -1.793 0.652 -4.065
F -2.097 2.785 -3.601
C -3.350 0.591 -1.686
F -4.218 1.337 -2.419
F -3.703 0.559 -0.355
F -3.389 -0.671 -2.183
H -4.637 5.369 -0.136
H -3.347 5.958 -1.126
H -3.310 6.309 0.589
H -1.764 5.146 1.780
H 0.173 3.545 1.691
H -0.272 0.846 2.350
H 0.967 1.267 4.598
H 2.840 1.512 5.587
H 3.479 3.131 5.269
H 4.376 1.575 4.657
H 4.169 3.073 2.297
H -3.448 3.134 -1.449
S 1.482 -1.739 -3.983
C 0.474 -3.095 -4.266
N 0.327 -4.148 -3.394
C -0.688 -5.041 -3.557
C -1.390 -5.062 -4.761
C -0.884 -4.166 -5.759
N 0.027 -3.234 -5.500
H 0.776 -4.055 -2.428
H -0.978 -5.567 -2.613
H -2.169 -5.756 -5.042
H -1.240 -4.193 -6.807
O 1.578 -4.275 -0.880
C 1.026 -3.271 -0.333
O 1.460 -2.111 -0.526
C -0.128 -3.488 0.637
C -1.339 -2.728 0.556
C -2.184 -2.782 1.651
C -1.833 -3.608 2.682
O -2.642 -3.872 3.800
C -2.150 -5.063 4.372
O -0.783 -5.319 3.733
C -0.728 -4.463 2.704
C 0.126 -4.429 1.596
H -1.531 -2.059 -0.299
H -3.039 -2.138 1.809
H -2.817 -5.903 4.155
H -1.892 -4.942 5.427
H 0.921 -5.146 1.555

## Properties
charge: -2
ΔE to the lowest compared entry with this formula, charge and spin: 4.1 kcal per mole
total energy: -4122.1086 hartree
LUMO level: 3.780 eV

***

The following is a DFT calculation (ωB97M-V with the def2-TZVPD basis set) of an isolated molecule of C6H10.

Element x y z (Å)
C -1.643 0.888 0.868
C -0.598 0.595 -0.153
C -0.643 -0.376 -1.071
C 0.733 -1.023 -1.183
C 1.237 -0.677 0.237
C 0.843 0.803 0.281
H -2.641 0.556 0.573
H -1.315 0.246 1.704
H -1.655 1.915 1.242
H -1.557 -0.850 -1.418
H 0.680 -2.094 -1.406
H 1.378 -0.551 -1.944
H 0.563 -1.160 0.963
H 2.259 -0.953 0.500
H 1.423 1.389 -0.450
H 0.937 1.291 1.255

## Properties
charge: 0
ΔE to the lowest compared entry with this formula, charge and spin: 20.4 kcal per mole
structure (SMILES): CC1=CCCC1
total energy: -234.5699 hartree
LUMO level: 1.150 eV

***

The following is a DFT calculation (ωB97M-V with the def2-TZVPD basis set) of a cluster of 8 separate species, C15H23Cl2N7 in total in a non-equilibrium geometry.

Element x y z (Å)
Cl -0.277 6.562 -2.643
C -0.358 5.109 -1.638
Cl 1.138 4.121 -1.668
H -0.696 5.320 -0.600
H -1.065 4.508 -2.173
C -2.468 2.574 0.842
C -3.517 2.236 -0.105
N -4.311 1.951 -0.884
H -2.247 1.709 1.463
H -2.851 3.377 1.488
H -1.629 2.930 0.255
C 4.132 -3.326 1.132
C 3.574 -2.047 1.045
N 3.121 -0.974 0.973
H 5.189 -3.327 1.381
H 3.933 -3.907 0.206
H 3.493 -3.798 1.872
C 0.982 -0.723 -2.315
C 0.481 -0.020 -1.192
N -0.047 0.526 -0.303
H 0.312 -1.513 -2.650
H 1.968 -1.120 -2.167
H 1.033 -0.101 -3.196
C -4.733 -1.419 -3.243
C -3.300 -1.266 -3.501
N -2.167 -1.273 -3.783
H -4.934 -2.440 -2.901
H -5.336 -1.247 -4.108
H -5.036 -0.768 -2.437
C 0.509 -0.293 3.089
C 0.804 -1.630 3.561
N 0.963 -2.662 4.034
H 0.378 -0.285 2.017
H 1.382 0.331 3.384
H -0.386 0.049 3.675
C -1.851 -3.649 -0.047
C -0.504 -4.289 -0.062
N 0.564 -4.677 0.030
H -1.848 -2.761 0.555
H -2.612 -4.331 0.334
H -2.086 -3.316 -1.061
C 3.580 2.329 1.602
C 2.897 3.283 2.470
N 2.399 4.063 3.120
H 4.451 2.004 2.137
H 3.888 2.764 0.620
H 3.090 1.416 1.395

## Properties
charge: 0
structure (SMILES): ClCCl.CC#N.CC#N.CC#N.CC#N.CC#N.CC#N.CC#N
total energy: -1888.9568 hartree
LUMO level: 0.348 eV

***

The following is a DFT calculation (ωB97M-V with the def2-TZVPD basis set) of a structure of composition C17H44B2KNO5S2 in a non-equilibrium geometry.

Element x y z (Å)
K 22.003 20.233 4.402
C 24.733 21.604 1.830
C 23.556 21.844 0.862
C 23.988 22.506 -0.487
C 24.836 21.667 -1.426
C 24.160 20.345 -1.685
C 23.495 19.625 -0.453
N 22.898 20.559 0.507
O 22.323 19.869 1.506
C 24.772 18.803 0.065
C 22.436 18.641 -1.069
C 22.506 22.820 1.480
H 24.427 21.053 2.719
H 25.109 22.575 2.153
H 25.576 20.982 1.530
H 24.541 23.411 -0.234
H 23.136 22.845 -1.078
H 25.833 21.418 -1.060
H 24.909 22.234 -2.354
H 24.850 19.653 -2.169
H 23.391 20.428 -2.453
H 25.637 19.467 0.078
H 25.039 17.983 -0.602
H 24.776 18.440 1.092
H 21.961 17.972 -0.351
H 22.856 18.015 -1.856
H 21.703 19.280 -1.562
H 21.805 22.403 2.203
H 21.893 23.193 0.660
H 23.046 23.670 1.898
B 18.919 20.782 3.671
H 19.004 20.599 4.731
H 19.694 21.459 3.346
H 19.079 19.858 3.138
H 17.940 21.186 3.467
B 20.850 18.046 5.727
H 20.289 17.191 6.070
H 21.895 17.950 5.978
H 20.731 18.102 4.656
H 20.437 18.910 6.224
C 23.924 20.226 7.588
S 24.720 18.964 6.464
O 24.771 19.876 5.229
C 26.356 19.025 7.191
H 23.062 20.526 6.992
H 24.562 21.110 7.601
H 23.612 19.927 8.589
H 27.167 18.496 6.691
H 26.264 18.638 8.206
H 26.828 20.006 7.250
C 21.631 25.221 5.406
S 20.975 23.612 4.736
O 21.720 22.553 5.622
C 19.342 23.825 5.503
H 22.715 25.160 5.302
H 21.413 25.318 6.470
H 21.344 26.100 4.831
H 19.505 23.915 6.577
H 18.833 22.915 5.184
H 18.770 24.654 5.085
O 25.548 14.108 3.186
C 24.727 14.901 3.485
O 23.625 14.581 4.212
C 22.886 15.781 4.472
C 23.291 16.667 3.375
C 24.738 16.382 3.110
H 23.092 16.333 5.389
H 21.814 15.594 4.420
H 23.151 17.730 3.571
H 22.721 16.611 2.448
H 25.443 16.929 3.735
H 24.914 16.495 2.040

## Properties
charge: -2
total energy: -2550.8012 hartree
LUMO level: 3.694 eV

***

What is the formula in the ninth record? C6H10

***

Look up the total energy of the seventh one. -365.2937 hartree